# 1
ORCA calculation (ωB97M-V/def2-TZVPD) on a molecular structure, C13H14Br15ClO6S at a distorted geometry.

ORCA input file:
```
! wB97M-V def2-TZVPD RIJCOSX def2/J DEFGRID3
* xyz 0 1
O 4.542 -2.358 2.312
C 4.707 -1.110 2.080
O 5.176 -0.348 3.190
C 4.957 0.987 2.793
O 5.792 1.902 2.957
C 3.802 1.036 1.666
C 2.881 2.292 1.379
C 1.344 1.941 1.672
C 1.033 1.041 2.942
C -0.351 0.188 2.830
S -0.252 -1.163 1.555
O -0.282 -0.672 0.129
O -1.476 -2.047 1.732
Cl 1.411 -2.381 1.762
C 3.898 -0.236 1.016
O 3.242 -0.647 -0.152
H 2.932 2.596 0.275
H 3.159 3.205 2.024
H 0.761 2.916 1.844
H 0.879 1.501 0.709
H 1.793 0.241 3.229
H 0.921 1.681 3.901
H -0.501 -0.356 3.831
H -1.273 0.839 2.681
H 2.436 -0.119 -0.350
C 1.097 4.837 -1.913
Br 1.487 5.642 -3.633
Br 1.031 2.899 -2.025
Br 2.323 5.446 -0.540
H 0.103 5.172 -1.623
C -2.229 -1.107 -2.946
Br -1.046 0.414 -2.726
Br -3.800 -0.965 -1.819
Br -2.700 -1.393 -4.805
H -1.680 -1.988 -2.617
C -6.575 -3.294 -3.195
Br -7.008 -3.852 -1.388
Br -6.110 -4.801 -4.323
Br -7.987 -2.217 -3.974
H -5.691 -2.661 -3.129
C 8.002 -3.308 0.224
Br 6.755 -2.276 1.298
Br 8.694 -2.282 -1.272
Br 9.428 -4.064 1.301
H 7.443 -4.143 -0.195
C -10.648 0.707 -1.687
Br -12.151 -0.513 -1.570
Br -9.106 0.048 -0.711
Br -10.208 1.135 -3.528
H -10.953 1.636 -1.209
*
```

Summary:
Max |F|   0.1442 Eh/bohr
Gap between HOMO and LUMO   8.512 eV
HOMO   -9.866 eV
Calculated total energy   -1099981.1407 eV

# 2
ORCA calculation (ωB97M-V/def2-TZVPD) on 2 unconnected molecules or ions with the total composition C13H14Cl3F7N2O5 at a distorted geometry.

ORCA input file:
```
! wB97M-V def2-TZVPD RIJCOSX def2/J DEFGRID3
* xyz 0 1
C 1.326 3.400 0.029
C 1.514 1.979 -0.114
N 0.325 1.208 -0.536
C 0.250 0.341 -1.710
C 1.320 -0.070 -2.813
F 2.599 0.513 -2.623
F 0.861 0.369 -4.113
C 1.522 -1.661 -2.927
F 2.630 -1.859 -3.827
F 0.375 -2.263 -3.567
C 1.903 -2.403 -1.557
F 2.236 -3.759 -1.916
F 3.097 -1.870 -0.995
F 0.840 -2.502 -0.625
C -1.181 -0.226 -1.746
N -1.962 0.315 -0.633
C -3.402 0.022 -0.372
Cl -4.162 -0.808 -1.837
C -3.684 -0.912 0.903
C -5.307 -1.073 1.008
Cl -3.004 -2.634 0.713
C -1.002 1.139 0.060
O -1.265 1.868 1.256
C -1.019 0.871 2.336
C 0.502 0.906 2.882
H 2.020 4.070 0.641
H 0.441 3.855 -0.548
H 2.562 1.554 0.060
H -1.494 -0.949 -2.569
H -3.941 1.032 -0.214
H -3.303 -0.462 1.882
H -5.675 -1.157 2.086
H -5.681 -1.935 0.333
H -5.742 -0.106 0.541
H -1.788 0.969 3.191
H -1.171 -0.167 1.839
H 1.156 0.230 2.210
H 0.608 0.509 3.959
H 0.894 1.986 2.768
O 4.171 0.684 0.558
Cl 5.163 -0.066 1.310
O 4.916 -1.482 1.147
O 5.066 0.285 2.711
O 6.482 0.258 0.818
*
```

Summary:
Max |F|   0.1104 Eh/bohr
Gap between HOMO and LUMO   6.589 eV
HOMO   -8.273 eV
Calculated total energy   -83499.8032 eV

# 3
ORCA calculation (ωB97M-V/def2-TZVPD) on 3 unconnected molecules or ions with the total composition C13H14F16NO7PS.

ORCA input file:
```
! wB97M-V def2-TZVPD RIJCOSX def2/J DEFGRID3
* xyz 0 1
C -5.666 -1.974 -1.988
O -4.658 -2.960 -1.806
C -4.682 -3.942 -2.787
O -3.483 -4.690 -2.575
P -2.893 -5.468 -3.819
O -3.878 -6.149 -4.658
O -1.791 -6.420 -3.187
O -1.951 -4.407 -4.596
N -2.141 -3.027 -4.280
C -1.475 -2.630 -3.323
S -0.710 -2.141 -2.077
H -6.226 -1.867 -1.058
H -6.371 -2.250 -2.776
H -5.200 -1.019 -2.234
H -5.532 -4.623 -2.673
H -4.678 -3.495 -3.788
H -2.158 -7.314 -3.143
C -1.025 3.691 0.150
C -1.313 2.183 0.116
C -0.111 1.242 0.229
F 0.719 1.394 -0.821
F -0.557 -0.038 0.220
F -2.049 1.868 -0.969
F -2.072 1.922 1.222
O -1.003 4.369 -1.094
C 0.138 4.519 -1.829
C -0.003 3.898 -3.229
F -0.234 2.575 -3.135
F 1.153 4.083 -3.904
F 1.229 4.057 -1.193
F 0.325 5.848 -2.026
H -1.881 4.118 0.672
H -0.143 3.908 0.754
H 0.430 1.423 1.157
H -0.823 4.375 -3.767
C 4.203 -0.247 2.608
C 3.033 0.726 2.410
C 3.308 2.228 2.548
F 3.692 2.542 3.796
F 2.154 2.895 2.283
F 1.991 0.380 3.192
F 2.632 0.578 1.109
O 4.287 -0.892 3.864
C 4.985 -0.363 4.915
C 4.081 -0.136 6.137
F 3.100 0.735 5.835
F 4.824 0.386 7.137
F 5.647 0.759 4.579
F 5.910 -1.277 5.291
H 4.006 -1.053 1.903
H 5.148 0.210 2.314
H 4.069 2.553 1.834
H 3.643 -1.083 6.460
*
```

Summary:
Structure (SMILES)   FC(F)C(F)(F)COC(F)(F)C(F)F.FC(F)C(F)(F)COC(F)(F)C(F)F.COCO[P@](=O)(O)ON=C=S
Max |F|   0.0110 Eh/bohr
Gap between HOMO and LUMO   8.990 eV
HOMO   -9.704 eV
Calculated total energy   -93134.2876 eV

Q: What is the calculated total energy in the first record?
A: -1099981.1407 eV

Q: Which formula does entry 1 have?
A: C13H14Br15ClO6S